1.
2 unconnected molecules or ions with the total composition C7H18 in a non-equilibrium geometry, computed with the ωB97M-V functional and the def2-TZVPD basis.

Geometry (Å):
C (1.75, -2.65, 0.48)
C (0.84, -1.39, 0.33)
C (0.66, -0.64, 1.68)
C (1.56, -0.47, -0.67)
H (1.38, -3.34, 1.23)
H (2.73, -2.26, 0.78)
H (1.86, -3.12, -0.49)
H (-0.10, -1.67, -0.08)
H (1.24, 0.27, 1.65)
H (-0.39, -0.38, 1.83)
H (1.02, -1.28, 2.48)
H (1.06, -0.40, -1.65)
H (1.82, 0.51, -0.25)
H (2.51, -0.84, -1.09)
C (-2.13, 0.54, 0.01)
C (-2.05, 1.97, -0.48)
C (-0.81, 2.38, -1.24)
H (-3.01, -0.11, -0.12)
H (-2.05, 0.35, 1.09)
H (-1.40, 0.03, -0.61)
H (-2.94, 2.21, -1.07)
H (-2.29, 2.72, 0.29)
H (-0.94, 3.34, -1.72)
H (-0.01, 2.60, -0.52)
H (-0.33, 1.62, -1.83)

LUMO: 1.1211 eV
DFT total energy: -7549.876 eV
charge: 0
Kohn-Sham gap: 11.71 eV
largest force on an atom: 2.40 eV Å⁻¹
energy relative to the best compared isomer or geometry (same formula, charge and spin): 119.7 kJ/mol
HOMO energy: -10.59 eV
SMILES: CC(C)C.CCC

Löwdin population analysis, charges in e, atoms 1 to 4: number 1, C, carries -0.0905; number 2, C, carries -0.4442; number 3, C, carries -0.0624; number 4, C, carries -0.1078

---

2.
2 unconnected molecules or ions with the total composition C7H18 in a non-equilibrium geometry, computed with the ωB97M-V functional and the def2-TZVPD basis.

Geometry (Å):
C (1.17, -2.76, 1.29)
C (0.52, -1.51, 0.63)
C (1.57, -0.52, 0.36)
C (-0.06, -1.93, -0.83)
H (2.08, -3.07, 0.75)
H (0.43, -3.48, 1.09)
H (1.49, -2.69, 2.29)
H (-0.28, -0.86, 1.09)
H (2.37, -0.88, -0.22)
H (1.10, 0.37, -0.13)
H (2.09, -0.34, 1.31)
H (-0.37, -3.00, -0.77)
H (-0.83, -1.33, -1.07)
H (0.78, -2.06, -1.58)
C (-1.96, 2.58, 0.39)
C (-0.79, 1.69, -0.11)
C (-0.48, 2.21, -1.45)
H (-1.70, 2.79, 1.55)
H (-2.17, 3.37, -0.29)
H (-2.84, 2.10, 0.55)
H (-1.10, 0.60, -0.22)
H (-0.04, 1.78, 0.67)
H (0.46, 1.74, -1.85)
H (-0.11, 3.22, -1.39)
H (-1.33, 2.00, -2.06)

LUMO: 1.1050 eV
DFT total energy: -7548.799 eV
charge: 0
Kohn-Sham gap: 11.79 eV
largest force on an atom: 6.03 eV Å⁻¹
energy relative to the best compared isomer or geometry (same formula, charge and spin): 223.6 kJ/mol
HOMO energy: -10.68 eV
SMILES: CC(C)C.CCC

Löwdin population analysis, charges in e, atoms 1 to 4: number 1, C, carries -0.0700; number 2, C, carries -0.4386; number 3, C, carries -0.1510; number 4, C, carries -0.0517

---

3.
A molecular structure, C7H18AgO3P in a non-equilibrium geometry, computed with the ωB97M-V functional and the def2-TZVPD basis.

Geometry (Å):
C (-0.11, 0.58, 3.04)
O (-0.25, -0.31, 1.95)
C (-1.60, -0.51, 1.58)
C (-1.67, -1.61, 0.53)
C (-1.43, -1.18, -0.92)
C (-0.01, -1.44, -1.45)
P (1.32, -0.18, -0.87)
O (0.88, 0.93, -2.11)
C (0.89, 2.23, -1.59)
C (1.89, 2.22, -0.39)
O (2.49, 0.96, -0.39)
H (-0.59, 1.54, 2.83)
H (-0.54, 0.16, 3.95)
H (0.95, 0.75, 3.20)
H (-2.18, -0.81, 2.47)
H (-2.03, 0.43, 1.21)
H (-0.95, -2.38, 0.82)
H (-2.67, -2.03, 0.60)
H (-1.69, -0.13, -1.09)
H (-2.14, -1.75, -1.54)
H (0.31, -2.46, -1.14)
H (0.01, -1.31, -2.55)
H (2.34, -0.84, -1.63)
H (1.74, -0.95, 0.32)
H (0.30, 0.42, -0.01)
H (-0.10, 2.54, -1.26)
H (1.21, 2.93, -2.36)
H (2.68, 2.97, -0.48)
H (1.36, 2.41, 0.55)
Ag (-0.41, -3.21, -3.26)

2S+1: 2
LUMO (spin up / spin down): -5.9763 / -6.3948 eV
DFT total energy: -26968.763 eV
charge: +1
Kohn-Sham gap (spin up / spin down): 6.62 / 6.09 eV
largest force on an atom: 1.09 eV Å⁻¹
HOMO energy (spin up / spin down): -12.60 / -12.49 eV

Löwdin population analysis, charges in e, atoms 1 to 4: number 1, C, carries -0.0914; number 2, O, carries -0.2534; number 3, C, carries -0.2447; number 4, C, carries -0.1657

---

4.
A molecular structure, C7H18BiClI2OP2 in a non-equilibrium geometry, computed with the ωB97M-V functional and the def2-TZVPD basis.

Geometry (Å):
I (-0.01, -1.75, -5.05)
I (-0.02, 2.69, -2.64)
Bi (0.00, 0.86, -0.44)
P (-2.69, 0.30, 0.16)
C (-3.76, 0.00, -1.26)
C (-3.05, -1.24, 1.09)
H (-4.11, -1.18, 1.37)
H (-4.70, 1.09, 1.28)
H (-2.44, -1.23, 2.00)
H (-3.20, 1.64, 2.11)
H (-3.51, -0.94, -1.79)
H (-2.87, -2.16, 0.51)
C (-3.68, 1.48, 1.13)
H (-4.78, -0.05, -0.86)
H (-3.73, 2.45, 0.61)
H (-3.65, 0.86, -1.93)
P (2.70, 0.28, 0.17)
C (3.77, -0.02, -1.25)
C (3.69, 1.46, 1.15)
H (2.43, -1.25, 2.01)
H (4.10, -1.21, 1.38)
H (2.86, -2.17, 0.52)
C (3.04, -1.25, 1.10)
H (3.20, 1.62, 2.12)
H (4.70, 1.06, 1.30)
H (4.79, -0.07, -0.84)
H (3.67, 0.84, -1.92)
H (3.75, 2.43, 0.63)
H (3.52, -0.96, -1.77)
C (-0.02, -1.32, -1.53)
O (0.01, -2.47, -1.58)
Cl (0.00, 0.18, 2.19)

LUMO (spin up / spin down): -10.6562 / -8.8257 eV
DFT total energy: -62722.529 eV
charge: +2
Kohn-Sham gap (spin up / spin down): 5.00 / 6.47 eV
largest force on an atom: 4.67 eV Å⁻¹
energy relative to the best compared isomer or geometry (same formula, charge and spin): 137.4 kJ/mol
HOMO energy (spin up / spin down): -15.65 / -15.30 eV

Löwdin population analysis, charges in e, atoms 1 to 4: number 1, I, carries 0.1981; number 2, I, carries 0.2134; number 3, Bi, carries 0.7789; number 4, P, carries 0.6583

---

5.
A molecular structure, C7H18ClIN2O2PTb in a non-equilibrium geometry, computed with the ωB97M-V functional and the def2-TZVPD basis.

Geometry (Å):
C (0.73, -1.39, -0.31)
I (0.88, 2.64, -0.32)
H (-0.40, -1.67, -0.40)
H (1.05, -2.01, 0.55)
H (1.14, -1.80, -1.25)
Tb (-1.02, 0.25, 0.46)
P (-0.40, 0.36, -2.53)
C (1.19, 0.85, -3.29)
C (-0.85, -1.01, -3.64)
H (-2.46, 1.59, -2.57)
H (-1.60, 1.67, -4.16)
H (-1.06, 2.68, -2.74)
C (-1.48, 1.72, -3.06)
H (-1.77, -1.48, -3.28)
H (-1.01, -0.63, -4.66)
H (1.03, 1.02, -4.36)
H (1.95, 0.09, -3.14)
H (-0.07, -1.78, -3.65)
H (1.56, 1.78, -2.83)
C (1.45, -0.02, -0.22)
O (2.59, -0.09, -0.51)
Cl (-3.36, -0.43, -0.06)
C (-0.70, -1.42, 4.96)
N (0.29, -0.42, 4.64)
C (0.30, 0.25, 3.48)
N (1.22, 1.23, 3.32)
O (-0.54, -0.02, 2.54)
H (-1.16, -1.83, 4.08)
H (-1.48, -0.99, 5.60)
H (-0.22, -2.21, 5.52)
H (1.04, -0.13, 5.30)
H (1.33, 1.74, 2.42)
H (1.84, 1.46, 4.09)

2S+1: 7
LUMO (spin up / spin down): -9.9250 / -10.1470 eV
DFT total energy: -66956.405 eV
charge: +2
Kohn-Sham gap (spin up / spin down): 6.17 / 5.96 eV
largest force on an atom: 3.60 eV Å⁻¹
energy relative to the best compared isomer or geometry (same formula, charge and spin): 401.4 kJ/mol
HOMO energy (spin up / spin down): -16.09 / -16.10 eV

Löwdin population analysis, charges in e, atoms 1 to 4: number 1, C, carries -0.1648; number 2, I, carries 0.8127; number 3, H, carries 0.0705; number 4, H, carries 0.1295

---

6.
2 unconnected molecules or ions with the total composition C7H18F2N4O3S in a non-equilibrium geometry, computed with the ωB97M-V functional and the def2-TZVPD basis.

Geometry (Å):
N (-1.06, 3.12, -2.54)
C (-1.91, 2.03, -3.04)
C (-1.92, 0.80, -2.13)
C (-0.55, 0.26, -1.74)
N (0.06, 1.12, -0.68)
C (1.32, 0.84, -0.34)
N (1.62, 0.33, 0.89)
N (2.32, 1.06, -1.21)
F (2.01, 1.61, -2.41)
S (3.98, 0.76, -0.97)
O (4.58, 1.97, -0.58)
O (4.19, -0.41, -0.23)
F (4.36, 0.48, -2.43)
H (-1.56, 3.70, -1.88)
H (-0.77, 3.72, -3.30)
H (-1.58, 1.74, -4.03)
H (-2.94, 2.41, -3.06)
H (-2.46, 1.05, -1.21)
H (-2.50, 0.02, -2.63)
H (-0.71, -0.72, -1.29)
H (0.10, 0.16, -2.61)
H (-0.52, 1.14, 0.15)
H (1.76, 1.11, 1.54)
H (0.71, -0.09, 1.18)
C (-0.42, -1.98, 4.21)
C (-0.97, -2.04, 2.78)
C (-1.02, -3.52, 2.34)
O (-0.12, -1.36, 1.94)
H (0.59, -2.40, 4.27)
H (-0.38, -0.95, 4.57)
H (-1.05, -2.55, 4.91)
H (-2.02, -1.70, 2.84)
H (-0.03, -3.97, 2.35)
H (-1.43, -3.61, 1.33)
H (-1.67, -4.10, 3.01)

LUMO: -0.5843 eV
DFT total energy: -35917.801 eV
charge: 0
Kohn-Sham gap: 5.96 eV
largest force on an atom: 2.05 eV Å⁻¹
HOMO energy: -6.55 eV

Löwdin population analysis, charges in e, atoms 1 to 4: number 1, N, carries -0.0080; number 2, C, carries -0.2751; number 3, C, carries -0.1808; number 4, C, carries -0.1394

---

7.
A molecular structure, C7H18I2NO4P2Y in a non-equilibrium geometry, computed with the ωB97M-V functional and the def2-TZVPD basis.

Geometry (Å):
I (0.38, -1.29, -3.64)
I (-0.48, 1.65, -2.62)
Y (0.02, -0.41, -0.45)
P (-2.86, -0.05, -0.26)
C (-3.80, 1.41, 0.24)
C (-3.44, -0.66, -1.86)
H (-4.53, -0.81, -1.89)
H (-4.46, -1.52, 0.89)
H (-2.93, -1.60, -2.13)
H (-2.86, -2.28, 0.73)
H (-3.49, 2.23, -0.43)
H (-3.09, 0.02, -2.65)
C (-3.37, -1.33, 0.91)
H (-4.89, 1.23, 0.23)
H (-3.03, -1.08, 1.92)
H (-3.43, 1.70, 1.25)
P (2.86, 0.06, -0.26)
C (3.75, 1.54, 0.26)
C (3.41, -1.21, 0.92)
H (3.00, -1.49, -2.12)
H (4.59, -0.67, -1.87)
H (3.11, 0.11, -2.63)
C (3.49, -0.55, -1.84)
H (2.93, -2.18, 0.74)
H (4.50, -1.37, 0.91)
H (4.85, 1.40, 0.26)
H (3.36, 1.81, 1.27)
H (3.07, -0.97, 1.93)
H (3.42, 2.36, -0.41)
C (-0.02, 1.91, 0.11)
O (-0.06, 3.00, 0.54)
O (0.01, 1.02, 3.18)
N (0.00, -0.22, 3.08)
O (-0.02, -1.07, 3.98)
O (0.01, -0.69, 1.73)

LUMO (spin up / spin down): -11.6816 / -11.6814 eV
DFT total energy: -53034.430 eV
charge: +2
Kohn-Sham gap (spin up / spin down): 4.29 / 4.29 eV
largest force on an atom: 7.25 eV Å⁻¹
energy relative to the best compared isomer or geometry (same formula, charge and spin): 1.5 kJ/mol
HOMO energy (spin up / spin down): -15.97 / -15.97 eV

Löwdin population analysis, charges in e, atoms 1 to 4: number 1, I, carries 0.5076; number 2, I, carries 0.6759; number 3, Y, carries 0.8124; number 4, P, carries 0.6896